# 1
Molecular formula: C3H4AuO3
Method: DFT, ωB97M-V/def2-TZVPD

The HOMO-LUMO gap (alpha / beta) is 7.33 / 6.43 eV. The calculation puts the relative energy (zero: lowest compared OMol25 entry of this formula, charge and spin) at 7.5 kcal/mol. The energy is -477.8524 Ha. The value obtained for the LUMO energy (alpha / beta) is -0.3 / -4.0 eV. Its HOMO energy (alpha / beta) is -7.6 / -10.4 eV.

```
! wB97M-V def2-TZVPD RIJCOSX def2/J DEFGRID3
* xyz 0 4
O -0.6129 -0.0470 -1.1362
C -1.3416 0.5219 -0.1943
C 1.0239 -1.7868 0.0604
O -2.5567 0.2915 -0.0573
O -0.6392 1.2091 0.6680
C 1.9622 -1.0696 0.7264
H 0.0533 -1.9818 0.5234
H 1.2666 -2.2612 -0.8932
H 1.7617 -0.6955 1.7354
H 2.9865 -1.0111 0.3508
Au 0.8943 0.8780 -0.3985
*
```

---

# 2
Molecular formula: C6H8
Method: DFT, ωB97M-V/def2-TZVPD

The HOMO-LUMO gap (alpha / beta) is 7.94 / 7.94 eV. The calculation puts the relative energy (zero: lowest compared OMol25 entry of this formula, charge and spin) at 145.6 kcal/mol. The energy is -233.1550 Ha. The value obtained for the LUMO energy (alpha / beta) is -0.2 / -0.2 eV. Its HOMO energy (alpha / beta) is -8.1 / -8.1 eV.

```
! wB97M-V def2-TZVPD RIJCOSX def2/J DEFGRID3
* xyz 0 1
C 0.7804 1.1044 0.8204
C 0.2086 2.2168 1.5777
C -1.7566 -1.2644 -1.2960
C -0.6064 -1.6158 -1.8072
C 0.8812 -0.0004 0.3565
C 1.3041 -1.1061 -0.3860
H -0.4161 2.8134 0.8787
H -0.4700 1.7077 2.4299
H -2.0894 -0.5862 -0.4886
H -2.5707 -1.6825 -1.8162
H 0.9310 2.9147 2.0802
H 0.5361 -1.3785 -1.4517
H 0.9993 -2.1302 -0.0025
H 2.2684 -0.9929 -0.8952
*
```

---

# 3
Molecular formula: C20H56BO19PS7
Method: DFT, ωB97M-V/def2-TZVPD

The HOMO-LUMO gap is 7.41 eV. The energy is -5378.5636 Ha. Its structure (SMILES) is CCOS(C)(=O)=O.CCOS(C)(=O)=O.CCOS(C)(=O)=O.CCOS(C)(=O)=O.CCOS(C)(=O)=O.CCOS(C)(=O)=O.COCB[PH2]=S. The value obtained for the LUMO energy is -0.9 eV. Its HOMO energy is -8.3 eV.

```
! wB97M-V def2-TZVPD RIJCOSX def2/J DEFGRID3
* xyz 0 1
C -11.5543 4.1246 5.1514
C -11.0879 4.4654 6.5529
O -9.7089 4.1075 6.7788
S -8.5880 5.0499 6.1553
C -7.2194 4.3818 7.0397
O -8.8222 6.3944 6.5838
O -8.4351 4.7364 4.7658
H -11.0516 4.7395 4.4062
H -12.6278 4.2924 5.0630
H -11.3363 3.0827 4.9178
H -11.2363 5.5230 6.7764
H -11.6575 3.8954 7.2841
H -7.3524 4.5868 8.0979
H -6.3244 4.8742 6.6655
H -7.1669 3.3130 6.8493
C -0.8917 -2.4498 1.3829
C -0.5378 -1.4819 2.4945
O 0.8308 -1.0237 2.4112
S 1.1804 0.0745 1.3192
C 2.7781 0.4871 1.9305
O 0.2974 1.1885 1.4824
O 1.3248 -0.5609 0.0434
H -0.8935 -1.9550 0.4123
H -1.8837 -2.8676 1.5533
H -0.1663 -3.2627 1.3359
H -1.2146 -0.6258 2.5114
H -0.6174 -1.9773 3.4596
H 2.6712 0.9378 2.9129
H 3.2159 1.1954 1.2305
H 3.3781 -0.4184 1.9757
C -0.4307 6.6002 5.4421
C -1.2304 7.8221 5.0437
O -0.7158 9.0439 5.6159
S 0.5936 9.6700 4.9612
C 0.5046 11.2386 5.7563
O 0.3723 9.8276 3.5560
O 1.7430 8.9687 5.4407
H 0.5716 6.6275 5.0141
H -0.9327 5.6967 5.0858
H -0.3205 6.5509 6.5260
H -1.2881 7.9232 3.9580
H -2.2496 7.7371 5.4179
H -0.3873 11.7555 5.4144
H 1.3980 11.7907 5.4737
H 0.4821 11.0834 6.8313
C 3.2339 -2.5159 -0.4159
C 3.3290 -3.5686 -1.4970
O 4.1938 -4.6781 -1.1318
S 3.6213 -5.7517 -0.0992
C 4.8675 -6.9750 -0.3316
O 2.3722 -6.2409 -0.5972
O 3.7277 -5.2330 1.2275
H 2.7219 -2.9004 0.4660
H 2.6834 -1.6494 -0.7724
H 4.2337 -2.2026 -0.1053
H 2.3420 -3.9475 -1.7681
H 3.7741 -3.1393 -2.3942
H 4.8094 -7.3508 -1.3491
H 4.6664 -7.7728 0.3794
H 5.8375 -6.5276 -0.1313
C 7.3981 -3.7229 -7.2464
C 6.4227 -4.8826 -7.2845
O 6.1525 -5.4199 -5.9720
S 5.1717 -4.6045 -5.0191
C 4.9270 -5.8574 -3.8133
O 3.9446 -4.3660 -5.7211
O 5.8860 -3.5170 -4.4232
H 6.9650 -2.8566 -6.7478
H 7.6713 -3.4310 -8.2605
H 8.2999 -3.9983 -6.6996
H 5.4877 -4.6002 -7.7689
H 6.8448 -5.7083 -7.8533
H 4.4112 -6.6946 -4.2775
H 4.3203 -5.4151 -3.0178
H 5.8952 -6.1598 -3.4225
C 2.3404 -4.9132 -8.1740
C 1.4400 -6.1244 -8.2839
O 1.4605 -6.7130 -9.6041
S 2.7309 -7.5866 -9.9959
C 2.0529 -8.3169 -11.4476
O 2.9254 -8.5916 -8.9956
O 3.8052 -6.7186 -10.3687
H 3.3863 -5.1934 -8.2689
H 2.2074 -4.4297 -7.2121
H 2.1179 -4.1986 -8.9681
H 1.6986 -6.8801 -7.5404
H 0.4047 -5.8386 -8.1083
H 1.2175 -8.9504 -11.1640
H 2.8421 -8.9081 -11.9064
H 1.7360 -7.5250 -12.1204
C -1.0214 3.5890 3.1836
O -2.0149 4.4323 3.7252
C -2.6817 5.1769 2.7268
B -3.8808 4.4539 2.0075
P -5.0508 3.1580 2.8310
S -4.1202 1.7884 3.8966
H -0.3313 4.1177 2.5225
H -1.4472 2.7270 2.6704
H -0.4315 3.2198 4.0170
H -3.1536 6.0196 3.2558
H -1.9944 5.6243 2.0037
H -4.1165 4.7496 0.8772
H -6.0042 3.8243 3.6329
H -5.7425 2.5325 1.7748
*
```

---

- What is the energy in the second record?
  -233.1550 Ha

---

- Look up the energy of the third one.
  -5378.5636 Ha

---

- Among the records above, which one has the highest energy?
  C6H8

---

- The lowest energy belongs to which entry?
  C20H56BO19PS7